Version i
Formula: C23H53N6O21
Source: the Open Molecules 2025 dataset
Level of theory: ωB97M-V/def2-TZVPD

```
103
Properties=species:S:1:pos:R:3
C -3.066 -6.949 -0.641
C -2.998 -5.608 -1.403
O -1.910 -5.192 -1.852
N -4.157 -4.626 -1.258
H -4.938 -4.959 -1.805
H -4.535 -4.627 -0.321
C -3.774 -3.251 -1.772
H -2.037 -7.303 -0.573
H -3.548 -7.753 -1.198
H -3.327 -6.856 0.413
H -3.542 -3.257 -2.837
H -3.033 -2.866 -1.071
H -4.550 -2.488 -1.714
C -3.257 0.683 4.283
C -2.288 1.704 4.999
O -1.308 2.144 4.423
N -2.584 1.802 6.506
H -2.046 2.641 6.669
H -3.541 1.913 6.810
C -2.046 0.545 7.288
H -2.935 0.549 3.250
H -4.279 1.063 4.289
H -3.201 -0.243 4.856
H -1.877 0.790 8.337
H -1.068 0.296 6.877
H -2.651 -0.350 7.144
C -0.835 0.097 0.670
C -0.843 -0.058 -0.798
O -0.964 -1.119 -1.417
N -0.671 1.138 -1.687
H -1.385 1.292 -2.385
H -0.851 1.925 -1.079
C 0.805 1.461 -2.214
H -0.476 -0.871 1.020
H -1.727 0.526 1.127
H 0.104 0.540 1.001
H 1.517 1.018 -1.517
H 0.853 2.520 -2.464
H 0.872 0.883 -3.136
C 0.512 -2.342 5.014
C 1.026 -1.185 4.203
O 0.465 -0.722 3.236
N 2.436 -0.791 4.611
H 2.642 -0.175 3.837
H 2.497 -0.308 5.496
C 3.481 -1.884 4.393
H -0.467 -2.497 4.561
H 0.377 -2.187 6.084
H 1.135 -3.231 4.910
H 4.437 -1.420 4.150
H 3.195 -2.463 3.515
H 3.510 -2.413 5.346
C -0.522 -2.575 -4.098
C -0.277 -1.983 -5.451
O -0.584 -2.577 -6.543
N 0.641 -0.771 -5.280
H 0.232 0.131 -5.084
H 1.226 -0.870 -4.462
C 1.532 -0.722 -6.513
H 0.428 -2.591 -3.564
H -1.107 -3.495 -4.108
H -1.262 -1.884 -3.693
H 1.901 -1.679 -6.884
H 2.414 -0.170 -6.189
H 1.040 -0.214 -7.343
C 1.576 3.115 3.618
C 1.920 4.548 3.247
O 1.996 5.484 4.064
N 2.092 4.811 1.749
H 1.236 5.031 1.261
H 2.513 5.729 1.720
C 2.806 3.737 0.843
H 2.362 2.483 4.030
H 0.951 2.602 2.887
H 0.830 3.199 4.409
H 2.011 2.992 0.891
H 3.697 3.283 1.275
H 2.910 4.228 -0.125
O 3.429 -2.381 -4.580
C 3.184 -2.142 -3.324
O 2.277 -1.349 -3.064
O 3.829 -2.721 -2.434
H 4.118 -3.023 -4.394
O -1.534 3.233 -5.209
C -1.905 2.221 -4.394
O -2.635 2.359 -3.392
O -1.354 1.112 -4.546
H -0.858 2.770 -5.710
O 1.163 2.399 -7.016
C 1.574 2.801 -5.805
O 2.159 2.033 -5.018
O 1.366 3.998 -5.548
H 0.845 3.304 -7.001
O 2.393 -0.897 0.199
C 3.165 -0.053 0.762
O 3.908 0.685 0.113
O 3.065 0.127 1.986
H 2.650 -0.963 -0.724
O -2.016 3.175 0.225
C -1.038 4.035 0.299
O -0.789 4.564 1.385
O -0.238 4.057 -0.699
H -2.473 3.277 1.063
```

As for the net charge: +1. The spin multiplicity is 1.

Mulliken population analysis, charges in e, atoms 1 to 6: C -1.10; C 0.52; O -0.31; N -0.07; H 0.38; H 0.40

Version ii
Formula: C23H53N6O21
Source: the Open Molecules 2025 dataset
Level of theory: ωB97M-V/def2-TZVPD

```
103
Properties=species:S:1:pos:R:3
C -5.480 -8.926 -4.994
C -5.272 -8.167 -3.618
O -6.207 -7.607 -3.017
N -3.998 -8.369 -2.848
H -4.005 -9.318 -2.502
H -3.198 -8.433 -3.462
C -3.788 -7.329 -1.770
H -4.707 -8.702 -5.730
H -6.386 -8.494 -5.419
H -5.617 -9.990 -4.800
H -2.704 -7.320 -1.651
H -4.411 -7.730 -0.971
H -4.092 -6.349 -2.139
C -5.856 6.464 -1.866
C -4.731 6.135 -2.833
O -4.702 6.143 -4.041
N -3.422 5.852 -2.071
H -3.342 6.567 -1.362
H -3.388 4.895 -1.750
C -2.165 6.070 -2.986
H -5.611 6.897 -0.896
H -6.391 5.535 -1.668
H -6.611 7.141 -2.264
H -1.245 6.193 -2.415
H -2.151 6.839 -3.758
H -2.005 5.157 -3.559
C 6.395 6.672 6.739
C 5.107 7.037 6.106
O 4.813 8.201 5.868
N 4.118 5.924 5.715
H 4.501 4.993 5.800
H 3.416 5.996 6.437
C 3.510 5.968 4.303
H 6.436 5.740 7.303
H 6.631 7.443 7.473
H 7.155 6.710 5.958
H 2.502 5.556 4.340
H 4.078 5.281 3.675
H 3.504 6.976 3.888
C -3.976 2.302 6.160
C -5.414 2.688 5.835
O -5.764 3.213 4.816
N -6.450 2.541 6.936
H -7.309 2.231 6.505
H -6.097 1.880 7.613
C -6.583 3.797 7.816
H -3.512 1.500 5.585
H -3.891 1.890 7.165
H -3.412 3.235 6.189
H -7.617 3.766 8.159
H -6.245 4.629 7.197
H -5.989 3.786 8.730
C 8.718 -4.625 0.126
C 7.428 -5.316 0.657
O 7.414 -6.472 1.012
N 6.248 -4.383 0.677
H 6.040 -4.228 1.653
H 6.405 -3.447 0.331
C 5.108 -5.017 -0.038
H 8.677 -4.321 -0.920
H 9.519 -5.346 0.290
H 8.926 -3.710 0.680
H 4.792 -5.931 0.465
H 5.500 -5.271 -1.023
H 4.311 -4.275 -0.009
C -0.891 -3.688 -9.253
C 0.023 -2.435 -9.298
O 0.983 -2.312 -10.056
N -0.180 -1.413 -8.138
H 0.425 -0.667 -8.449
H -1.133 -1.085 -8.065
C 0.373 -1.967 -6.822
H -1.880 -3.434 -8.872
H -0.453 -4.563 -8.775
H -1.093 -3.957 -10.290
H 1.209 -2.661 -6.909
H -0.441 -2.442 -6.274
H 0.642 -1.007 -6.380
O 0.298 0.671 0.794
C -0.715 -0.027 0.355
O -0.859 -1.126 0.895
O -1.513 0.372 -0.475
H 0.496 -0.147 1.256
O -6.085 0.977 -4.981
C -6.295 0.541 -6.250
O -7.151 0.994 -6.972
O -5.546 -0.345 -6.683
H -5.272 0.493 -4.819
O 6.592 1.377 5.385
C 7.784 0.829 5.227
O 8.806 1.449 5.626
O 7.943 -0.197 4.587
H 6.076 0.672 4.987
O 4.421 2.622 -1.842
C 5.254 1.906 -2.545
O 5.712 0.943 -1.987
O 5.737 2.409 -3.617
H 4.295 1.924 -1.196
O -0.013 -3.276 5.474
C 1.228 -3.071 5.915
O 1.640 -3.505 6.991
O 2.038 -2.505 5.105
H 0.032 -3.112 4.529
```

As for the net charge: +1. The spin multiplicity is 1.

Mulliken population analysis, charges in e, atoms 1 to 6: C -1.01; C 0.49; O -0.40; N -0.15; H 0.36; H 0.40

Least stable: version ii

Version i
Formula: C2H8NO2P
Source: the Open Molecules 2025 dataset
Level of theory: ωB97M-V/def2-TZVPD

```
14
Properties=species:S:1:pos:R:3
C -1.865 1.176 2.486
C 2.063 0.700 -0.620
N 0.989 -1.674 -1.608
O -0.471 0.442 -1.802
O -0.119 -2.642 -1.729
P 0.920 -0.048 -1.654
H -1.271 1.039 1.572
H -2.257 0.142 2.666
H -2.654 1.881 2.151
H 2.871 0.040 -0.298
H 2.063 1.798 -0.480
H -1.338 1.352 3.376
H 1.859 -2.104 -1.976
H -0.790 -2.102 -2.083
```

As for the net charge: 0. The spin multiplicity is 1.

Mulliken population analysis, charges in e, atoms 1 to 6: C -0.82; C -0.59; N -0.22; O -0.61; O -0.35; P 0.63

Version ii
Formula: C2H8NO2P
Source: the Open Molecules 2025 dataset
Level of theory: ωB97M-V/def2-TZVPD

```
14
Properties=species:S:1:pos:R:3
C 0.799 -1.534 -0.492
P -0.129 -0.366 0.513
C 1.252 1.291 0.129
O -0.653 -0.621 1.842
O -1.287 -0.087 -0.583
N -2.521 0.424 -0.069
H 0.287 -2.404 -1.019
H 1.191 -0.852 -1.243
H 1.623 -2.106 -0.036
H 0.532 1.873 -0.356
H 1.723 1.616 1.151
H 2.129 1.116 -0.479
H -2.516 1.339 -0.376
H -2.430 0.312 1.018
```

As for the SMILES: CP(C)(=O)ON. As for the net charge: 0. The spin multiplicity is 1.

Mulliken population analysis, charges in e, atoms 1 to 6: C -0.92; P 0.86; C -1.00; O -0.67; O -0.24; N -0.45

Least stable: version i

Version i
Formula: C7H13N2OS
Source: the Open Molecules 2025 dataset
Level of theory: ωB97M-V/def2-TZVPD

```
24
Properties=species:S:1:pos:R:3
C -0.763 -2.371 0.110
N -0.719 -1.029 0.617
C -2.005 -0.491 1.191
C 0.427 -0.735 1.543
C 0.410 -0.178 0.156
N 1.099 -0.552 -1.042
C 1.648 0.225 -1.874
C 1.996 1.708 -2.018
S 0.762 2.906 -1.291
C -0.138 1.511 0.011
O -0.303 2.074 1.267
H 0.195 -2.449 -0.397
H -0.873 -3.160 0.925
H -1.559 -2.605 -0.703
H -1.762 0.348 1.924
H -2.770 -0.060 0.401
H -2.522 -1.329 1.648
H 0.144 -0.052 2.372
H 1.179 -1.483 1.846
H 2.064 -0.354 -2.689
H 3.042 1.831 -1.831
H 1.867 1.817 -3.125
H -1.187 1.421 -0.498
H -0.232 3.007 1.457
```

As for the SMILES: C[N+]1(C)C[C@@]12N=CCS[C@@H]2O. As for the net charge: +1. The spin multiplicity is 1.

Mulliken population analysis, charges in e, atoms 1 to 6: C -0.96; N 0.26; C -0.78; C -0.83; C 0.97; N -0.53

Version ii
Formula: C7H13N2OS
Source: the Open Molecules 2025 dataset
Level of theory: ωB97M-V/def2-TZVPD

```
24
Properties=species:S:1:pos:R:3
C 0.553 -1.770 -1.768
C 0.656 -0.360 -1.168
C 0.757 0.692 -2.284
C -0.545 -0.091 -0.366
N -1.748 -0.124 -0.688
O -2.589 0.187 0.332
C -1.926 0.458 1.463
S -2.560 0.864 2.873
N -0.465 0.326 1.204
C 0.220 1.611 1.388
C 0.133 -0.745 2.013
H -0.323 -1.844 -2.405
H 0.486 -2.528 -0.991
H 1.438 -1.966 -2.364
H 1.545 -0.302 -0.534
H -0.131 0.660 -2.909
H 1.624 0.470 -2.900
H 0.869 1.694 -1.880
H -0.262 2.383 0.788
H 0.164 1.898 2.439
H 1.264 1.523 1.093
H -0.082 -0.559 3.065
H -0.288 -1.709 1.732
H 1.211 -0.768 1.868
```

As for the SMILES: CC(C)C1=NOC(=S)[N+]1(C)C. As for the net charge: +1. The spin multiplicity is 1.

Mulliken population analysis, charges in e, atoms 1 to 6: C -1.51; C 0.78; C -1.48; C 0.12; N -0.36; O -0.13

Least stable: version i

Version i
Formula: C3H10N2S
Source: the Open Molecules 2025 dataset
Level of theory: ωB97M-V/def2-TZVPD

```
16
Properties=species:S:1:pos:R:3
C 1.169 0.161 -0.952
C 1.659 -0.223 0.447
S 0.881 0.744 1.730
N 1.269 1.601 -1.283
H 0.102 -0.108 -1.017
H 1.666 -0.452 -1.712
H 2.751 -0.142 0.504
H 1.472 -1.297 0.648
H 2.233 1.751 -1.588
H 1.193 2.083 -0.389
C -3.112 -1.286 0.729
N -2.315 -0.810 -0.131
H -3.776 -2.087 0.415
H -3.136 -0.968 1.777
H -1.665 -0.159 0.334
H -0.392 1.191 0.488
```

As for the net charge: +1. The spin multiplicity is 2.

Mulliken population analysis, charges in e, atoms 1 to 6: C -0.97; C -0.18; S 0.23; N -0.45; H 0.45; H 0.38

Version ii
Formula: C3H10N2S
Source: the Open Molecules 2025 dataset
Level of theory: ωB97M-V/def2-TZVPD

```
16
Properties=species:S:1:pos:R:3
C -0.370 0.403 -0.189
C -1.200 1.347 0.746
S -1.104 3.067 0.193
N 0.114 -0.671 0.653
C 1.247 -1.365 -0.003
N 1.035 -1.907 -1.327
H 0.502 0.962 -0.541
H -0.965 0.151 -1.071
H -2.230 0.983 0.664
H -0.844 1.330 1.779
H -1.806 3.602 1.228
H -0.561 -1.422 0.733
H 1.456 -2.176 0.704
H 2.161 -0.757 0.074
H 1.900 -2.313 -1.646
H 0.665 -1.235 -1.998
```

As for the net charge: +1. The spin multiplicity is 2.

Mulliken population analysis, charges in e, atoms 1 to 6: C -0.74; C -0.54; S 0.22; N -0.33; C -0.55; N -0.55

Least stable: version i

Version i
Formula: C5H5N
Source: the Open Molecules 2025 dataset
Level of theory: ωB97M-V/def2-TZVPD

```
11
Properties=species:S:1:pos:R:3
C 0.475 -1.655 -0.074
C -0.725 -1.127 -0.083
C 1.866 0.482 -0.451
C 1.058 0.787 0.521
C -1.375 0.003 0.205
N 1.450 -0.655 0.402
H 0.992 -2.526 -0.308
H 2.618 0.661 -1.194
H 0.452 1.425 1.030
H -1.734 0.793 -0.577
H -1.962 0.178 1.214
```

As for the net charge: 0. The spin multiplicity is 3.

Mulliken population analysis, charges in e, atoms 1 to 6: C -0.58; C 0.20; C -0.39; C -0.40; C -0.53; N -0.20

Version ii
Formula: C5H5N
Source: the Open Molecules 2025 dataset
Level of theory: ωB97M-V/def2-TZVPD

```
11
Properties=species:S:1:pos:R:3
C -1.358 0.935 3.367
C -1.459 0.437 2.220
C -0.106 0.156 0.153
C -1.118 -0.331 1.187
C 1.061 -0.169 -1.706
N -0.011 -0.563 -0.841
H 0.556 1.010 0.437
H -1.526 -1.227 0.875
H 1.211 -1.027 -2.506
H 1.962 -0.057 -1.068
H 0.788 0.835 -2.117
```

As for the net charge: 0. The spin multiplicity is 3.

Mulliken population analysis, charges in e, atoms 1 to 6: C -0.37; C 0.23; C 0.07; C -0.45; C -0.72; N -0.39

Least stable: version i

Version i
Formula: C4H13NOS2
Source: the Open Molecules 2025 dataset
Level of theory: ωB97M-V/def2-TZVPD

```
21
Properties=species:S:1:pos:R:3
N -1.895 2.212 0.784
C -0.777 1.194 0.810
C -1.322 -0.115 1.369
C -0.190 1.023 -0.603
S -1.406 0.480 -1.714
S 2.035 -0.250 1.361
C 2.823 -1.350 0.178
H -2.704 1.627 0.562
H -1.830 2.764 -0.073
H 0.016 1.545 1.492
H -0.434 -0.645 1.785
H -2.043 -0.045 2.176
H -1.702 -0.678 0.504
H 0.203 2.019 -0.911
H 0.698 0.350 -0.587
H 2.597 -2.403 0.359
H 3.889 -1.268 0.405
H 2.648 -1.066 -0.852
H -0.519 -1.765 -1.543
H -0.244 -3.053 -2.311
O -0.041 -2.585 -1.486
```

As for the net charge: +1. The spin multiplicity is 2.

Mulliken population analysis, charges in e, atoms 1 to 6: N -0.70; C 0.12; C -0.94; C 0.18; S 0.24; S 0.12

Version ii
Formula: C4H13NOS2
Source: the Open Molecules 2025 dataset
Level of theory: ωB97M-V/def2-TZVPD

```
21
Properties=species:S:1:pos:R:3
N -2.197 3.013 1.539
C -0.892 2.415 1.478
C -0.750 0.905 1.886
S -1.174 -0.177 0.509
S 0.248 -0.130 -0.827
C 1.689 -1.149 -0.351
C 3.055 -0.721 -0.916
H -2.596 2.925 2.470
H -2.892 2.537 0.969
H -0.290 2.962 2.202
H -0.527 2.488 0.453
H -1.390 0.650 2.737
H 0.264 0.738 2.259
H 1.453 -2.140 -0.721
H 1.696 -1.125 0.728
H 3.318 -1.453 -1.669
H 3.196 0.333 -1.136
H 3.785 -0.955 -0.134
H -0.002 -4.199 -2.789
H 0.692 -3.426 -3.787
O 0.248 -3.267 -2.939
```

As for the net charge: +1. The spin multiplicity is 2.

Mulliken population analysis, charges in e, atoms 1 to 6: N -0.56; C -0.51; C -0.49; S 0.15; S 0.16; C -0.33

Least stable: version i

Version i
Formula: C7H6
Source: the Open Molecules 2025 dataset
Level of theory: ωB97M-V/def2-TZVPD

```
13
Properties=species:S:1:pos:R:3
C 2.274 0.273 -0.706
C 1.511 -0.805 -0.609
C 0.319 0.143 0.791
C -0.713 -0.325 0.120
C 1.694 1.109 0.379
C 0.369 -1.263 0.112
C -2.080 -0.143 -0.432
H 2.234 1.172 1.291
H 1.277 2.001 0.106
H 0.192 -2.266 0.449
H -1.974 0.856 -1.002
H -2.663 0.285 0.501
H -2.442 -1.036 -0.999
```

As for the net charge: 0. The spin multiplicity is 3.

Mulliken population analysis, charges in e, atoms 1 to 6: C -0.13; C -0.22; C -0.25; C 0.39; C -0.32; C -0.41

Version ii
Formula: C7H6
Source: the Open Molecules 2025 dataset
Level of theory: ωB97M-V/def2-TZVPD

```
13
Properties=species:S:1:pos:R:3
C 0.079 1.291 0.088
C 2.385 -1.173 0.042
C -0.681 0.115 0.083
C 1.887 -0.060 -0.053
C -2.141 -0.187 -0.180
C 1.391 1.251 -0.031
C -1.067 -1.172 0.040
H -0.501 2.291 0.185
H 2.787 -2.133 0.278
H -3.004 -0.113 0.539
H -2.529 -0.007 -1.106
H 2.081 2.008 -0.133
H -0.689 -2.112 0.249
```

As for the net charge: 0. The spin multiplicity is 3.

Mulliken population analysis, charges in e, atoms 1 to 6: C 0.01; C -0.02; C 0.20; C -0.14; C -0.61; C -0.92

Least stable: version i